Formula: C54H42ClN12O3RbS
Source: the OMol25 dataset
Level of theory: ωB97M-V/def2-TZVPD

```
! RIJCOSX wB97M-V def2-TZVPD def2/J DEFGRID3
* xyz -2 1
Rb 0.11 -0.54 0.56
C -0.78 -2.27 -4.42
C -0.15 -2.38 -3.19
N -0.85 -2.29 -2.02
C -2.23 -2.23 -2.18
C -2.82 -2.11 -3.43
N -2.07 -2.14 -4.52
C -3.06 -2.40 -1.00
C -4.41 -2.74 -1.15
C -5.19 -2.93 0.00
C -4.59 -2.58 1.24
C -3.27 -2.12 1.28
N -2.51 -2.01 0.15
C -2.64 -1.91 2.56
C -3.47 -1.82 3.72
N -2.96 -1.65 4.93
C -1.65 -1.76 5.04
C -0.83 -1.92 3.93
N -1.29 -1.97 2.68
C -6.54 -3.48 -0.07
C -7.00 -4.19 1.02
C -8.33 -4.61 1.05
N -9.18 -4.43 0.04
C -8.71 -3.71 -1.02
C -7.44 -3.24 -1.12
H -0.19 -2.23 -5.36
H 0.92 -2.48 -3.12
H -3.87 -1.93 -3.66
H -4.79 -3.19 -2.09
H -5.09 -2.89 2.14
H -4.52 -1.69 3.62
H -1.30 -1.71 6.06
H 0.25 -1.96 4.02
H -6.35 -4.40 1.88
H -8.66 -5.18 1.93
H -9.39 -3.75 -1.86
H -7.09 -2.63 -1.99
C 2.35 -4.86 -0.74
C 3.66 -4.70 -0.38
C 4.04 -3.64 0.45
C 3.03 -2.80 0.96
N 1.76 -3.03 0.62
C 1.43 -3.95 -0.25
C 3.27 -1.67 1.94
C 4.55 -1.08 2.09
C 4.78 -0.20 3.17
C 3.78 0.11 4.09
C 2.51 -0.33 3.84
C 2.29 -1.16 2.79
H 2.07 -5.61 -1.46
H 4.46 -5.39 -0.75
H 5.15 -3.38 0.58
H 0.37 -3.93 -0.54
H 5.41 -1.33 1.42
H 5.73 0.30 3.24
H 4.10 0.67 4.97
H 1.67 -0.07 4.54
Cl 0.38 5.61 0.12
C 2.06 5.00 0.07
C 3.20 5.84 -0.07
C 4.43 5.21 -0.09
C 4.53 3.81 0.05
N 3.44 3.04 0.18
C 2.25 3.65 0.20
H 3.07 6.94 -0.15
H 5.34 5.81 -0.19
H 5.51 3.32 0.05
H 1.39 3.01 0.33
N -2.59 5.21 -2.06
C -2.35 3.89 -2.35
C -1.78 3.05 -1.36
N -1.61 1.77 -1.54
C -1.96 1.24 -2.76
C -2.52 2.06 -3.73
N -2.70 3.35 -3.52
H -2.08 5.63 -1.29
H -2.64 5.84 -2.90
H -1.29 3.49 -0.49
H -1.80 0.14 -2.87
H -2.77 1.69 -4.72
N 3.41 0.31 -1.39
C 3.91 0.07 -2.66
C 3.75 1.13 -3.64
C 4.32 0.89 -4.90
C 4.71 -0.41 -5.24
C 4.82 -1.42 -4.28
C 4.38 -1.22 -2.98
S 5.32 -0.75 -6.86
O 4.17 -1.53 -7.36
O 6.59 -1.47 -6.59
O 5.48 0.58 -7.44
H 3.60 1.28 -1.06
H 3.54 -0.45 -0.73
H 3.14 2.00 -3.33
H 4.39 1.67 -5.67
H 5.41 -2.37 -4.49
H 4.38 -2.03 -2.28
C 0.85 4.27 5.53
C 1.69 3.42 4.80
C 1.28 2.83 3.62
C -0.09 2.92 3.19
C -0.62 2.10 2.22
C -1.91 2.27 1.90
C -2.77 3.26 2.49
C -2.23 4.01 3.51
C -0.90 3.88 3.89
C -0.42 4.51 5.09
H 1.22 4.81 6.38
H 2.76 3.36 5.00
H 1.99 2.19 3.13
H -2.35 1.70 1.08
H -3.74 3.39 2.08
H -2.87 4.62 4.16
H -1.13 5.09 5.70
*
```

Summary:
Energy above the lowest of the compared OMol25 structures with the same formula, charge and spin (kJ/mol): 179.0
Kohn-Sham gap (eV): 3.56